{
  "formula": "C3H11N3",
  "method": "ωB97M-V/def2-TZVPD",
  "e_homo_ev": -8.7,
  "e_above_lowest_kj_mol": 134.4,
  "smiles": "C=CN.NCN",
  "homo_lumo_gap_ha": 0.355,
  "total_charge": 0,
  "energy_ha": -285.12663,
  "fmax_ev_per_a": 1.2,
  "symbols": ["C", "C", "N", "H", "H", "H", "H", "H", "N", "C", "N", "H", "H", "H", "H", "H", "H"],
  "coordinates": [[0.523, -1.951, -1.155], [0.742, -2.066, 0.142], [-0.266, -2.085, 1.110], [-0.450, -1.931, -1.615], [1.396, -1.875, -1.786], [1.755, -2.120, 0.520], [-0.937, -1.342, 1.190], [0.030, -2.397, 2.020], [-0.827, 1.317, 0.966], [-0.822, 1.791, -0.390], [0.472, 2.092, -1.023], [-0.418, 1.935, 1.656], [-0.411, 0.421, 1.170], [-1.433, 2.687, -0.427], [-1.304, 1.035, -1.017], [1.182, 1.473, -0.641], [0.768, 3.017, -0.722]],
  "forces_ev_per_angstrom": [[0.6024, 0.1034, -0.4450], [-0.5811, 0.3839, 0.3598], [0.1819, -0.5524, 0.7205], [-0.2074, 0.0768, 0.0726], [-0.0826, -0.0324, -0.2418], [0.1326, -0.1501, 0.0259], [-0.1623, -0.0419, -0.4334], [-0.0048, 0.1089, -0.0273], [-0.1476, -0.1055, 1.1782], [0.3924, -0.4221, -0.4741], [0.0939, 0.3963, 0.5175], [-0.1398, 0.3837, -0.3061], [0.1721, -0.0664, -0.6810], [-0.0629, 0.1038, -0.1121], [-0.0628, 0.0304, 0.2007], [-0.1187, -0.2129, -0.2309], [-0.0054, -0.0034, -0.1235]],
  "nbo_charge": [-0.48, -0.01, -0.85, 0.20, 0.20, 0.18, 0.38, 0.37, -0.86, -0.06, -0.84, 0.35, 0.35, 0.18, 0.18, 0.35, 0.34]
}